Below is C20H31F3N4O4SSi2SnTe as an isolated structure in a non-equilibrium geometry, with properties calculated with ωB97M-V/def2-TZVPD.

Each line ends with the natural charge from an NBO analysis.
Cartesian coordinates (Å):
H: -4.155081 2.751314 -1.272231  0.25
O: 1.639913 2.277516 0.621362  -0.62
H: -2.318943 -4.608934 0.986256  0.27
H: -7.546925 0.200654 -2.476169  0.26
H: 1.998754 -0.586037 5.319417  0.25
H: -5.076602 1.049490 -4.120860  0.27
H: -1.836149 -1.983572 -3.085948  0.26
H: -5.853572 2.965397 -1.679825  0.27
C: 2.164735 -0.490291 4.256828  -0.31
C: -6.904602 -0.274212 -1.726973  -1.12
O: 5.329451 -1.154500 0.239014  -0.86
H: -4.543438 -0.600371 -3.824923  0.25
N: 3.546132 0.149503 2.439749  -0.51
H: 3.584314 2.590037 -0.726049  0.27
C: -0.636189 1.927491 1.216597  0.89
N: 2.905241 -0.373445 0.268003  -1.08
H: 6.023948 5.902965 1.433528  0.43
H: 7.248043 5.085527 2.348920  0.43
C: -5.155449 2.334979 -1.122892  -1.13
H: -6.825017 -1.330987 -1.986811  0.25
C: -2.390935 -2.089196 -2.151175  -1.18
C: 3.315600 0.083453 3.748347  0.11
C: 5.027459 1.449997 0.408403  -0.18
F: -1.679698 2.395437 0.496854  -0.33
N: 6.450158 5.034189 1.728800  -0.57
H: -5.407071 2.425220 -0.064803  0.25
C: 0.109926 -3.100446 -0.666784  -1.14
C: 1.243654 -0.933365 3.322252  0.11
H: -2.695909 -2.889293 1.005293  0.24
F: -1.038413 0.740677 1.721504  -0.33
O: 0.379893 0.982646 -0.727881  -0.87
Te: -2.295533 -0.274024 -1.088714  1.22
H: -1.306793 -5.911095 -1.846238  0.26
N: 1.462088 -0.875690 2.010657  -0.49
C: 2.625223 -0.368115 1.633155  0.55
S: 4.452290 -0.118717 -0.177110  2.31
H: -3.460272 0.763085 -3.501922  0.23
H: 4.073996 0.506462 4.397753  0.21
C: 4.415484 2.631127 -0.042562  -0.16
H: -0.917928 -4.806614 -3.157248  0.25
H: -4.583390 -1.494126 -0.324367  0.27
H: -3.437443 -2.310838 -2.366057  0.27
C: 6.129798 1.467530 1.292950  -0.08
H: -3.735649 -4.029072 0.127860  0.25
H: -4.347289 0.041239 0.589580  0.27
C: 0.604669 1.729001 0.305822  0.72
Sn: 1.943078 -0.368136 -1.678660  1.54
Si: -1.651804 -3.564333 -1.145422  1.65
H: 6.570872 0.527415 1.599038  0.27
H: 0.751804 -3.094147 -1.551228  0.23
C: -1.621477 -4.987941 -2.341596  -1.12
C: -2.700834 -3.784661 0.378269  -1.13
C: 6.602750 2.654837 1.743268  -0.21
H: 0.524047 -3.847057 0.015383  0.27
H: 0.293683 -1.356283 3.627766  0.21
H: -2.601915 -5.180718 -2.782585  0.26
O: 4.220855 0.011298 -1.637585  -1.01
C: 5.989773 3.874340 1.307069  0.26
F: -0.409684 2.753376 2.214770  -0.28
C: -4.236506 -0.465103 -0.368031  -1.15
C: -4.495172 0.420407 -3.440859  -1.13
H: -7.412333 -0.191619 -0.763607  0.26
C: 4.880580 3.831231 0.399714  -0.16
Si: -5.246289 0.575830 -1.722281  1.62
H: 7.434327 2.691940 2.436168  0.25
H: 0.163221 -2.137023 -0.142880  0.23
H: 4.418560 4.754324 0.071937  0.25

Forces on the atoms, in the same order (eV/Å):
0.0 0.0 0.0
-0.2 -0.1 -0.2
0.0 0.0 0.0
0.0 -0.1 0.1
-0.1 0.1 0.0
0.0 0.0 0.0
-0.1 0.1 0.0
0.0 0.0 0.0
0.0 0.0 0.0
-0.2 0.5 0.0
0.4 0.5 0.2
0.0 0.0 0.0
0.2 0.1 -0.2
0.0 0.0 0.0
-0.3 -0.2 -0.2
1.0 0.5 -0.1
0.1 0.0 0.0
0.0 0.1 0.0
-0.1 0.0 -0.1
0.1 0.0 0.0
0.4 -0.2 0.2
-0.1 -0.1 -0.1
0.2 0.2 0.1
0.1 0.1 0.0
0.0 0.1 0.0
0.0 0.0 0.0
-0.1 0.0 0.0
0.0 0.0 0.1
0.0 0.0 0.0
0.0 0.0 0.1
0.7 -0.2 0.0
-0.3 -0.7 0.1
0.0 0.1 0.0
-0.1 -0.1 -0.3
-0.3 -0.1 0.5
-1.1 -1.3 -0.3
0.0 0.1 -0.1
0.0 0.0 0.0
0.1 -0.1 -0.1
0.0 0.1 0.0
0.2 -0.1 0.0
0.0 0.2 0.0
-0.1 -0.2 -0.1
0.0 0.0 0.0
0.1 0.0 0.0
0.3 0.2 0.0
-0.6 0.3 0.5
0.1 0.2 -0.2
0.0 0.0 0.0
0.0 0.0 -0.1
-0.1 -0.2 0.1
0.0 -0.2 0.0
0.1 0.1 0.1
0.0 0.0 0.0
0.0 0.0 0.0
0.0 0.0 0.0
0.1 0.5 0.0
-0.1 -0.2 -0.1
0.1 0.0 0.0
-0.2 0.7 -0.6
0.0 0.0 0.2
0.0 0.0 0.0
0.0 0.1 0.0
-0.3 -0.6 0.3
0.0 0.0 0.0
0.0 0.0 0.1
0.0 0.0 0.0

For the orbital gap (alpha / beta), the calculation gives 7.04 / 5.05 eV. Its total charge is +2. The value obtained for the molecular weight is 783.036 g/mol. For the strongest force on any atom, the calculation gives 0.033 hartree/bohr. The energy above the lowest of the compared OMol25 structures with the same formula, charge and spin is 8.4 kcal/mol. As for the spin multiplicity: 1.

Below is C43H30I3N4O4P2Se5TeTl as an isolated structure, with properties calculated with ωB97M-V/def2-TZVPD.

Each line ends with the Löwdin charge.
Cartesian coordinates (Å):
Se: -2.971251 2.266133 -2.026519  -0.07
C: -2.934368 -4.177949 0.663940  -0.10
C: -4.883902 -1.997847 -1.904978  -0.08
C: 3.532056 6.429059 2.754172  -0.02
C: 2.321806 -4.014344 0.215327  -0.09
C: 3.549671 2.999856 -3.681181  -0.15
C: -2.208355 -0.707361 1.751465  -0.42
I: -4.326242 5.156334 1.308332  -0.12
H: -5.655461 -5.653096 -0.713061  0.10
C: -5.695627 -4.206793 0.878412  -0.09
H: 5.568170 2.784949 -2.928387  0.11
Se: -3.029917 3.545929 -3.955646  -0.22
H: -3.186762 -5.629192 -0.901076  0.10
H: -1.355828 -2.800385 -3.242886  0.09
C: -1.026332 -4.441578 3.327623  -0.10
C: 0.154608 -2.362945 3.026773  -0.08
N: -1.676491 1.081638 0.574505  -0.13
H: 5.046858 7.191293 4.083457  0.08
C: 1.218567 -4.522117 -0.454880  -0.08
C: 4.884399 5.048324 4.160675  -0.75
H: -1.951674 -5.004653 3.293964  0.11
C: 2.865750 5.303433 2.283676  -0.12
Tl: -0.544483 2.876501 -0.903239  0.16
C: -2.487258 -1.863527 -1.673881  -0.34
C: 3.224142 4.045041 2.759069  0.00
Se: 0.009159 0.007710 -2.426813  0.41
H: 0.157793 2.925189 -4.065444  0.06
C: -4.738081 -2.775680 -3.042165  -0.09
H: 4.950280 3.448543 -5.266693  0.10
C: 1.297057 -1.838315 0.269919  -0.11
O: 0.985582 1.795907 0.399464  -0.14
H: 4.796035 2.029626 -0.663497  0.11
H: -1.857196 -4.180226 0.598368  0.08
H: -0.700684 -4.082940 -1.312859  0.09
H: -5.614375 -3.121006 -3.580521  0.10
C: 4.514396 2.710523 -2.681384  0.00
H: 0.131299 -6.085709 4.063191  0.09
C: -4.945047 -3.382466 1.708139  -0.11
P: -2.592209 -2.238856 2.666608  0.53
H: 4.532476 2.927563 4.044535  0.09
C: 0.148048 -3.687409 -0.768618  -0.10
P: -1.016866 -1.093555 -0.933683  0.61
C: -1.021337 -3.096146 2.947949  -0.36
C: 0.141047 -5.044156 3.764171  -0.09
C: 2.233793 1.748047 0.170684  -0.62
N: -2.281312 1.458544 1.689171  -0.04
H: 1.341325 -0.783096 0.531541  0.10
C: 2.722517 2.269452 -1.171721  -0.18
I: -1.539811 4.866393 1.309494  0.56
H: 0.155383 -1.311997 2.754453  0.11
C: 2.361462 -2.669177 0.571616  -0.08
O: 0.787969 4.583857 1.477662  -0.43
C: 2.194087 2.898964 -3.330436  -0.23
Se: -0.183985 5.263922 -2.203626  -0.06
C: 4.539700 6.313506 3.706938  -0.17
C: 1.562390 3.391563 -5.601608  -0.07
H: -5.870937 -1.724308 -1.550401  0.11
H: -6.776507 -4.217053 0.966551  0.10
I: 6.393631 4.859670 5.597308  0.78
C: -3.557121 -3.358096 1.596996  -0.35
H: 3.252595 7.398461 2.357395  0.12
C: 0.176056 -2.349416 -0.392711  -0.35
C: 4.247488 3.909091 3.690751  -0.14
H: 1.191695 -5.565458 -0.748677  0.10
H: -3.885979 -0.927858 -0.337646  0.11
H: -3.344326 -3.672859 -4.415440  0.10
N: 1.817052 2.584846 -2.047046  0.06
H: 3.225444 -2.257090 1.080934  0.11
C: -3.464448 -3.089275 -3.509920  -0.09
C: -3.762230 -1.544255 -1.218309  -0.08
C: -1.606027 -0.268884 0.551999  -0.42
C: -3.683349 -5.004595 -0.166431  -0.08
N: -2.609400 0.408544 2.409594  -0.02
H: 2.231975 -4.772251 4.198218  0.10
C: 1.716846 5.478499 1.300518  -0.63
C: 4.112697 2.313105 -1.449260  0.02
Se: -3.578985 -1.947245 4.510602  0.24
H: 2.708560 3.165506 2.398348  0.10
C: 1.320948 -4.304753 3.840405  -0.09
C: 2.929039 3.555979 -5.944971  -0.09
H: 3.199815 3.831216 -6.958395  0.09
C: -5.066829 -5.015106 -0.061602  -0.10
C: 3.900493 3.353735 -5.009344  -0.05
Te: -2.516855 5.720911 -2.799396  0.26
H: 2.241174 -2.391050 3.525017  0.11
O: 1.751811 6.391220 0.492632  0.01
O: 3.093301 1.257688 0.912063  0.01
H: 3.155235 -4.665223 0.455879  0.10
C: 1.326988 -2.970974 3.470446  -0.09
C: 1.197849 3.071524 -4.326394  -0.07
C: -2.345699 -2.618905 -2.840358  -0.12
H: -5.420109 -2.757498 2.455196  0.06
H: 0.795162 3.526844 -6.355073  0.10

Forces on the atoms, in the same order (eV/Å):
0.1 -0.1 0.3
-0.1 -0.1 0.0
0.1 0.0 0.0
0.1 0.0 0.0
0.0 0.1 0.0
0.2 0.1 -0.1
-0.3 0.1 0.3
0.2 -0.1 0.0
0.0 0.0 0.0
0.0 0.1 0.0
0.0 0.0 0.0
0.0 0.0 -0.1
0.0 0.0 0.0
0.0 0.0 0.0
0.1 0.0 -0.1
0.1 0.0 0.1
-0.2 -0.3 0.1
0.0 0.0 0.0
0.0 0.1 0.0
-0.1 0.0 -0.1
0.0 0.0 0.0
0.0 0.0 0.1
-0.3 -0.2 -0.5
-0.1 0.0 -0.1
0.0 0.1 0.1
0.0 0.0 0.1
0.0 0.1 0.0
0.1 0.0 0.0
0.0 0.0 0.0
0.0 0.0 -0.1
-0.1 0.2 0.0
0.0 0.0 0.0
0.1 0.0 0.0
0.0 0.0 0.0
0.0 0.0 0.0
0.0 0.0 -0.1
0.0 0.0 0.0
0.0 0.0 -0.1
0.1 0.3 -0.1
0.0 0.0 0.0
0.1 0.0 0.1
0.0 0.0 0.0
0.1 0.0 0.2
0.0 0.1 0.0
0.2 -0.1 0.2
0.1 -0.3 -0.1
0.0 -0.1 0.0
0.1 0.0 0.0
-0.2 0.4 0.3
0.0 -0.1 0.0
0.0 0.0 -0.2
0.5 0.4 -0.2
-0.2 -0.1 0.2
0.3 -0.1 0.2
-0.1 -0.1 -0.1
0.2 0.0 -0.1
0.1 0.0 0.0
0.0 0.0 0.0
0.1 0.0 0.1
-0.1 0.0 -0.1
0.0 0.0 0.0
0.1 -0.1 0.0
0.0 0.1 -0.1
0.0 0.0 0.0
0.0 0.0 0.0
0.0 0.0 0.0
0.0 0.1 -0.7
-0.1 0.0 0.0
0.0 0.0 0.1
-0.1 -0.1 0.0
0.0 0.0 0.0
0.0 0.1 0.1
0.2 0.1 -0.3
0.0 0.0 0.0
-0.6 -0.7 0.2
-0.1 0.0 0.1
0.0 0.0 -0.1
0.0 0.0 0.0
-0.1 0.0 0.0
-0.2 0.0 0.0
0.0 0.0 0.0
0.0 0.0 0.0
0.0 0.0 0.1
-0.1 0.2 0.0
-0.1 0.0 0.0
0.0 0.2 0.0
-0.3 0.0 -0.1
0.0 0.0 0.0
-0.1 0.0 0.1
0.1 -0.1 0.1
0.0 0.0 0.0
0.0 0.0 0.0
0.0 0.0 0.0

For the orbital gap, the calculation gives 5.87 eV. Its total charge is -2. The value obtained for the molecular weight is 1836.180 g/mol. For the strongest force on any atom, the calculation gives 0.018 hartree/bohr. The energy above the lowest of the compared OMol25 structures with the same formula, charge and spin is 27.5 kcal/mol. As for the spin multiplicity: 1.

Below is a 2-piece molecular cluster, C12H17BCl3N3O overall in a non-equilibrium geometry, with properties calculated with ωB97M-V/def2-TZVPD.

Each line ends with the natural charge from an NBO analysis.
Cartesian coordinates (Å):
H: 3.980372 0.106848 1.664821  0.22
Cl: -0.953439 2.891335 -2.241048  -0.28
H: -1.572095 -3.276113 -0.329583  0.21
C: 2.474364 0.264191 0.130556  -0.14
C: -2.294639 -3.314000 0.486051  -0.39
O: 0.648434 0.782559 -2.933083  -0.60
C: 4.472139 1.465704 -1.435568  -0.23
C: -3.058127 -1.780735 2.344696  -0.21
H: 5.252334 1.908369 -2.056560  0.23
H: 1.681440 -0.243836 0.682044  0.24
C: 3.750804 0.445099 0.652058  -0.24
C: 0.842704 0.646124 -1.683741  0.49
B: -0.367163 1.675626 -3.572109  0.40
C: 3.201424 1.313977 -1.965752  -0.13
C: -1.569632 -0.943752 0.742629  0.65
H: -0.694730 1.489625 0.652264  0.23
H: -2.765268 -2.471301 3.147060  0.19
C: 4.749857 1.055075 -0.121393  -0.14
Cl: 0.541207 2.593957 -4.911626  -0.24
H: 2.955003 1.647472 -2.973252  0.25
N: -0.755994 -0.844649 -0.274406  -0.88
H: -2.216438 -0.265982 3.671721  0.19
N: -2.300688 -2.033175 1.141252  -0.43
N: -1.821924 0.057748 1.635441  -0.42
H: -3.602399 0.302576 2.705910  0.20
C: -2.711947 -0.339209 2.693318  -0.20
C: -1.245629 1.371764 1.585748  -0.40
H: -2.042270 2.127172 1.631520  0.20
Cl: -1.761335 0.642728 -4.195458  -0.24
C: 2.170310 0.739770 -1.167725  -0.15
H: -0.716376 -1.682728 -0.851737  0.36
H: -3.284563 -3.557256 0.076456  0.20
H: -2.004688 -4.109459 1.185363  0.20
H: -0.024825 0.499434 -1.009911  0.26
H: 5.752492 1.193335 0.285092  0.22
H: -0.572334 1.534879 2.440955  0.19
H: -4.136382 -1.893173 2.167994  0.19

Forces on the atoms, in the same order (eV/Å):
-0.1 0.1 -0.3
0.1 -0.3 -0.3
-0.2 -0.2 0.1
-0.2 0.4 -0.4
-0.1 0.1 0.1
1.2 -0.1 0.6
0.1 0.0 0.1
-0.3 -0.4 0.1
-0.2 -0.1 0.3
0.3 0.2 0.0
0.2 0.0 0.0
-0.7 1.3 -0.8
-0.8 0.4 -0.1
-0.6 -0.3 0.5
0.3 -0.4 -0.5
-0.1 0.1 0.2
-0.1 0.0 -0.1
-0.5 -0.1 -0.3
-0.2 -0.3 0.4
0.1 -0.1 0.2
-1.1 -0.6 1.4
-0.1 0.1 -0.1
0.1 0.0 -0.2
0.4 -0.1 -0.5
0.1 -0.1 0.1
0.0 0.3 0.3
0.0 0.2 0.1
0.2 -0.1 -0.1
0.2 0.2 0.0
1.6 -0.6 0.0
-0.2 0.2 0.2
0.2 0.0 0.0
0.0 0.1 -0.1
0.6 0.3 -0.5
-0.3 0.0 -0.1
0.0 0.0 -0.2
0.2 -0.1 0.0

For the orbital gap, the calculation gives 7.91 eV. The value obtained for the molecular weight is 336.459 g/mol. For the strongest force on any atom, the calculation gives 0.036 hartree/bohr. As for the spin multiplicity: 1.